No. 1
Density functional theory data (ωB97M-V/def2-TZVPD) for the molecule C19H23NO2.

Orbital gap ... 9.28 eV
Net charge ... 0
SMILES ... COc1ccc(CCNC(=O)CCCc2ccccc2)cc1
LUMO level ... 0.721 eV
Total energy ... -943.06311 a.u.

The geometry in XYZ format:
```
45
Properties=species:S:1:pos:R:3:lowdin_charge:R:1
C -5.886 -2.395 -0.872 -0.0923
H -6.173 -1.545 -1.500 0.0950
O -4.491 -2.472 -0.712 -0.0860
C -3.847 -1.439 -0.101 -0.2789
C -2.468 -1.583 0.048 0.0030
C -1.722 -0.593 0.652 -0.0434
C -2.324 0.569 1.124 -0.2568
C -3.696 0.704 0.973 -0.0362
C -4.458 -0.283 0.372 -0.0167
H -5.523 -0.139 0.280 0.1022
H -4.186 1.596 1.337 0.1169
C -1.507 1.678 1.726 -0.1315
H -2.032 2.115 2.576 0.1168
H -0.548 1.292 2.073 0.1158
C -1.257 2.786 0.691 -0.1657
N -0.522 2.290 -0.447 0.0696
C 0.715 2.731 -0.774 -0.5179
O 1.271 3.628 -0.176 0.0597
C 1.352 2.006 -1.949 -0.1081
C 2.509 1.133 -1.455 -0.1765
H 3.222 1.765 -0.923 0.1210
H 3.021 0.688 -2.310 0.1192
C 2.026 0.021 -0.518 -0.1694
C 3.181 -0.828 -0.069 -0.2414
C 3.511 -1.996 -0.742 -0.0473
C 4.600 -2.754 -0.349 -0.0889
C 5.375 -2.350 0.724 -0.0987
C 5.055 -1.185 1.401 -0.0857
C 3.966 -0.430 1.006 -0.0425
H 3.719 0.480 1.535 0.1161
H 5.657 -0.864 2.239 0.1012
H 6.225 -2.941 1.033 0.0988
H 4.843 -3.662 -0.880 0.1004
H 2.908 -2.317 -1.581 0.1108
H 1.290 -0.597 -1.039 0.1152
H 1.546 0.477 0.351 0.1051
H 0.615 1.398 -2.477 0.1119
H 1.744 2.760 -2.633 0.1219
H -0.921 1.499 -0.928 0.1313
H -0.656 3.588 1.125 0.1197
H -2.215 3.197 0.354 0.1221
H -0.657 -0.730 0.768 0.1033
H -2.005 -2.487 -0.315 0.1184
H -6.399 -2.324 0.092 0.0955
H -6.178 -3.320 -1.367 0.0927
```

No. 2
Density functional theory data (ωB97M-V/def2-TZVPD) for a cluster of 2 separate species, CO4S2 in total.

Orbital gap ... 9.39 eV
Net charge ... 0
SMILES ... O=S(=O)=S.O=C=O
LUMO level ... -1.155 eV
Total energy ... -1135.42223 a.u.

The geometry in XYZ format:
```
7
Properties=species:S:1:pos:R:3:lowdin_charge:R:1
C -0.151 1.500 0.416 -0.4155
O -0.088 2.151 1.327 0.2733
O 0.356 -2.002 -1.881 -0.3144
O -0.429 0.738 -0.418 0.0959
O 1.127 -1.763 0.370 -0.3566
S -1.771 -1.942 0.270 0.3927
S -0.021 -1.856 -0.519 0.3245
```

No. 3
Density functional theory data (ωB97M-V/def2-TZVPD) for a structure of composition C31H33ClN2O2ReSi2.

Orbital gap (alpha / beta) ... 5.90 / 4.96 eV
Net charge ... +2
LUMO level (alpha / beta) ... -5.666 / -7.879 eV
Total energy ... -2577.85218 a.u.
Spin multiplicity ... 4

The geometry in XYZ format:
```
72
Properties=species:S:1:pos:R:3:lowdin_charge:R:1
C -2.528 4.733 0.091 -0.1767
C -1.161 4.443 -0.257 -0.1645
C -1.137 3.222 -1.026 -0.1915
H -0.289 5.031 -0.006 0.1450
C -2.513 2.778 -1.177 -0.1778
C -3.370 3.703 -0.478 -0.1794
H -4.457 3.677 -0.465 0.1455
H -2.864 5.600 0.664 0.1485
H -0.277 2.776 -1.487 0.1135
H -2.835 1.934 -1.757 0.1080
Re -1.986 2.865 0.814 1.3896
Si 1.294 -1.405 -2.140 0.8607
C 2.697 -2.292 -1.029 -0.2669
C 2.381 -3.354 -0.158 -0.1285
H 1.349 -3.703 -0.067 0.0883
C 3.337 -3.993 0.651 -0.0794
H 3.032 -4.778 1.362 0.1167
C 4.676 -3.621 0.547 -0.0749
H 5.424 -4.092 1.184 0.1112
C 5.047 -2.614 -0.354 -0.0658
H 6.101 -2.314 -0.424 0.1157
C 4.069 -1.999 -1.152 -0.1051
H 4.398 -1.255 -1.880 0.0998
C 0.378 -2.962 -2.573 -0.3178
C 0.784 -3.653 -3.725 -0.0850
H 1.668 -3.308 -4.278 0.1089
C 0.067 -4.789 -4.132 -0.0604
H 0.394 -5.351 -5.010 0.1114
C -1.075 -5.212 -3.423 -0.0642
H -1.651 -6.083 -3.752 0.1126
C -1.481 -4.513 -2.280 -0.0683
H -2.382 -4.791 -1.717 0.1117
C -0.701 -3.450 -1.818 -0.1211
H -0.963 -2.987 -0.859 0.0704
H 2.049 -0.593 -3.149 0.0279
Si -0.024 -1.067 1.240 0.7297
C -1.015 -0.752 -0.434 -0.3575
C -0.403 -0.274 -1.717 -0.3658
H 0.203 0.658 -1.692 0.0453
C -1.237 -0.170 -2.919 -0.0824
H -0.831 0.308 -3.818 0.1294
C -2.575 -0.457 -2.848 -0.0923
H -3.240 -0.287 -3.699 0.1227
C -3.159 -0.833 -1.626 -0.0797
H -4.222 -1.092 -1.578 0.1154
C -2.407 -0.829 -0.441 -0.1798
H -2.906 -1.107 0.490 0.0972
C 1.626 -0.177 1.023 -0.3744
C 1.802 0.918 0.146 -0.1442
H 1.008 1.292 -0.512 0.0497
C 3.000 1.632 0.124 -0.0625
H 3.162 2.400 -0.628 0.1137
C 3.955 1.422 1.115 -0.0444
H 4.792 2.108 1.276 0.1213
C 3.814 0.290 1.935 -0.0453
H 4.560 0.048 2.695 0.1195
C 2.708 -0.564 1.820 -0.1032
H 2.663 -1.531 2.326 0.1102
H -0.457 -1.879 2.395 0.0010
Cl -1.027 0.870 2.153 0.3406
C -0.869 4.592 5.430 0.0291
O -2.122 3.933 5.039 0.0249
C -2.229 3.481 3.797 -0.5554
O -1.423 3.722 2.868 -0.0757
N -3.334 2.768 3.597 0.0720
N -3.545 2.274 2.285 -0.0669
H -1.052 4.926 6.447 0.1057
H -0.651 5.465 4.817 0.1037
H -0.039 3.878 5.446 0.1104
H -3.895 2.476 4.387 0.1912
H -3.654 1.254 2.309 0.1040
H -4.449 2.657 2.015 0.1345
```

No. 4
Density functional theory data (ωB97M-V/def2-TZVPD) for the molecule C3H6N2.

Orbital gap ... 8.72 eV
Net charge ... 0
SMILES ... C=N/N=C\C
LUMO level ... 0.346 eV
Total energy ... -227.30485 a.u.

The geometry in XYZ format:
```
11
Properties=species:S:1:pos:R:3:lowdin_charge:R:1
C 1.817 -0.480 0.019 -0.0946
C 0.954 0.739 -0.111 -0.2219
C -2.442 -0.050 0.055 0.0181
H 1.176 -1.406 -0.243 0.0837
H 2.022 -0.522 1.142 0.0910
H 2.739 -0.539 -0.639 0.0793
H 1.151 1.799 -0.169 0.0998
H -3.356 -0.703 0.031 0.0721
H -2.598 0.949 0.308 0.0224
N -0.304 0.634 -0.109 -0.0974
N -1.159 -0.421 -0.284 -0.0527
```

Energy above the lowest of the compared OMol25 structures with the same formula, charge and spin in kJ/mol, matching the order above: 66.8 28.4 140.8 315.0